Model 1:
Density functional theory data (ωB97M-V/def2-TZVPD) for a 13-piece molecular cluster, H26O13 overall.

Values from the calculation:
HOMO level (eV): -10.47
Multiplicity: 1
Total charge: 0

Structure (XYZ):
```
39
Properties=species:S:1:pos:R:3:mulliken_charge:R:1
O -2.39318 -1.27523 1.62840 -0.55
H -1.48125 -1.45383 1.77430 0.37
H -2.64300 -0.47053 2.07700 0.25
O -0.03230 -1.37439 -2.58123 -0.55
H -0.11369 -2.31959 -2.29208 0.29
H 0.84276 -1.13036 -2.46207 0.30
O 0.32969 -2.03837 0.15650 -0.57
H 0.97493 -2.70753 -0.05244 0.28
H 0.69252 -1.59785 0.91314 -0.01
O 0.26629 0.62938 -0.02427 0.05
H 1.04913 0.45908 0.50072 0.25
H 0.04979 -0.29269 -0.36299 0.29
O 2.56729 -0.30870 0.85758 -0.59
H 2.88472 -0.94137 1.49298 0.25
H 2.92117 0.54635 1.19093 0.28
O 0.98990 2.84734 2.87548 -0.67
H 0.49776 2.64391 2.12131 0.26
H 1.95074 3.03448 2.62728 0.31
O 2.26510 0.14111 -2.31225 -0.78
H 2.16951 0.35547 -1.40135 0.34
H 2.77202 0.90190 -2.63497 0.30
O 0.40996 3.47743 -0.44389 -0.64
H 0.22991 3.76638 0.45673 0.35
H 0.35173 2.55470 -0.43579 0.33
O 0.30379 1.49477 -3.58361 -0.66
H -0.63895 1.31338 -3.58445 0.34
H 0.61604 1.01535 -2.85250 0.33
O 0.08276 -1.13649 2.83156 -0.57
H -0.04214 -0.42228 3.43214 0.26
H 0.65307 -1.73846 3.32577 0.24
O -2.67375 -0.64939 -1.45885 -0.58
H -1.80744 -0.49753 -1.78389 0.24
H -3.15570 -1.01325 -2.14629 0.27
O -1.47144 2.05579 1.22955 -0.63
H -1.85097 1.76566 2.01544 0.24
H -0.98853 1.31887 0.75938 0.36
O -2.07890 -3.30704 -0.59310 -0.63
H -2.88440 -3.05122 -1.05651 0.29
H -1.61493 -2.59524 -0.20367 0.32
```

***

Model 2:
Density functional theory data (ωB97M-V/def2-TZVPD) for a 13-piece molecular cluster, H26O13 overall.

Values from the calculation:
HOMO level (eV): -9.54
Multiplicity: 1
Total charge: 0

Structure (XYZ):
```
39
Properties=species:S:1:pos:R:3:mulliken_charge:R:1
O -0.13613 -2.25915 -0.58421 -0.69
H -1.00413 -2.14815 -1.04921 0.29
H 0.06987 -3.19115 -0.53921 0.31
O -1.16313 -0.53315 4.31479 -0.64
H -1.16013 0.12385 4.99379 0.31
H -0.86913 -0.01915 3.51679 0.29
O 1.09687 0.17985 -3.53921 -0.62
H 1.39587 -0.07015 -4.43621 0.27
H 1.65487 -0.30215 -2.90221 0.36
O 1.38787 1.41385 3.55379 -0.63
H 1.99887 2.12585 3.52979 0.28
H 1.53887 0.80685 2.79079 0.32
O -1.50213 -0.48815 -2.18021 -0.61
H -1.77813 -0.07715 -1.34921 0.29
H -2.29613 -0.79315 -2.59921 0.28
O 1.98387 2.44385 -0.30221 -0.60
H 2.51487 2.28285 0.46479 0.28
H 1.20887 1.97185 -0.00821 0.25
O 2.52987 -0.39415 1.18779 -0.67
H 2.42487 -0.61915 0.26579 0.39
H 1.88187 -0.95815 1.57979 0.39
O 2.20087 -1.22515 -1.51021 -0.75
H 1.41987 -1.74115 -1.57521 0.33
H 2.84287 -1.88615 -1.70321 0.29
O 0.22187 -1.57115 2.03079 -0.46
H -0.00713 -1.84615 2.88279 0.30
H -0.22413 -2.18315 1.46279 0.13
O -0.23813 0.63085 -0.09721 -0.04
H -0.15413 -0.13115 -0.72621 0.02
H -0.23313 0.21085 0.75179 0.25
O -2.11113 3.03185 0.37279 -0.56
H -1.79913 2.48485 1.11279 0.29
H -2.61213 3.78485 0.68479 0.27
O -2.86313 -1.11615 0.21579 -0.53
H -2.52613 -1.99715 0.44179 0.29
H -3.59413 -1.22715 -0.35421 0.30
O -0.70913 2.04985 -3.31121 -0.56
H -0.35913 1.18885 -3.20421 0.31
H -1.03313 2.04685 -4.18321 0.27
```

***

Model 3:
Density functional theory data (ωB97M-V/def2-TZVPD) for a 13-piece molecular cluster, H26O13 overall.

Values from the calculation:
HOMO level (eV): -10.44
Multiplicity: 1
Total charge: 0

Structure (XYZ):
```
39
Properties=species:S:1:pos:R:3:mulliken_charge:R:1
O 0.28831 -2.39855 -1.79100 -0.57
H 0.49006 -1.52110 -1.91963 0.29
H 1.15876 -2.85952 -2.07874 0.31
O -1.86947 -0.36938 1.98624 -0.58
H -2.65150 -1.08088 2.13820 0.30
H -1.01445 -0.61111 2.45490 0.29
O -3.40452 0.04222 -1.50444 -0.62
H -3.91470 -0.66052 -0.91392 0.31
H -2.41730 0.07610 -1.14499 0.31
O 0.39188 0.99326 -0.70970 -0.45
H 0.73495 0.18736 -0.29542 0.12
H 0.42645 1.53503 0.08408 0.24
O 3.87029 -0.32918 -1.06252 -0.61
H 3.56762 0.45799 -1.60184 0.21
H 4.66208 0.05426 -0.61520 0.32
O 2.24149 2.18986 -2.56102 -0.57
H 2.05249 1.51515 -1.83028 0.37
H 2.93014 1.85365 -2.95015 0.30
O -2.46032 -3.35088 -0.76198 -0.60
H -1.96472 -2.68351 -0.38152 0.22
H -2.40648 -3.03883 -1.73499 0.35
O -1.89032 0.28499 -3.66108 -0.56
H -2.28685 1.07826 -3.40394 0.30
H -1.19570 0.43290 -4.21937 0.27
O 2.94758 2.53100 0.61331 -0.57
H 2.12997 3.14394 0.42317 0.32
H 2.79741 2.32406 1.54651 0.26
O -1.44527 -2.91521 2.42489 -0.59
H -1.58309 -3.30365 1.69806 0.27
H -0.51686 -3.10742 2.80687 0.31
O -3.10792 2.10981 1.48594 -0.65
H -2.32525 1.45122 1.36012 0.33
H -3.80311 1.48997 1.05170 0.32
O 0.61159 1.27985 3.66169 -0.59
H 1.29275 1.86720 3.20309 0.28
H 0.02957 1.92483 3.99189 0.29
O 2.67089 0.10441 1.39000 -0.42
H 2.38365 -0.56951 0.66255 0.28
H 2.57987 -0.12810 2.15855 0.20
```

***

Model 4:
Density functional theory data (ωB97M-V/def2-TZVPD) for a 13-piece molecular cluster, H26O13 overall.

Values from the calculation:
HOMO level (eV): -8.18
Multiplicity: 1
Total charge: 0

Structure (XYZ):
```
39
Properties=species:S:1:pos:R:3:mulliken_charge:R:1
H 0.38794 1.01968 0.49362 0.24
H -0.17949 -0.37945 0.67980 0.21
H 3.72014 2.03628 -2.04965 0.30
H 3.19161 3.34471 -1.45362 0.30
H -4.76894 -0.10541 -0.40339 0.29
H -4.28041 1.23055 -1.15244 0.30
H 1.31615 4.63764 3.02668 0.32
H 1.61095 5.10301 1.57851 0.32
H 4.23605 0.20476 -1.25366 0.28
H 4.49755 -1.29060 -1.26956 0.28
H -3.08395 -3.10667 -0.44827 0.30
H -2.12847 -2.33240 0.47356 0.30
H 2.52762 -1.47018 -1.79602 0.36
H 2.39028 -0.05374 -2.27467 0.31
H -3.77123 1.42162 1.72609 0.31
H -2.60206 2.33623 1.96004 0.26
H -1.28938 0.75562 -2.07611 0.36
H -1.61892 0.21010 -0.64028 0.34
H -0.54360 -4.82453 1.05333 0.32
H -0.76811 -4.36910 2.51196 0.29
H -3.15795 0.30795 -1.85482 0.25
H -3.57546 1.20240 -2.95026 0.30
H 2.16187 -3.63247 0.19011 0.30
H 1.93744 -2.90575 1.60689 0.26
H 1.49309 -0.16079 2.53984 0.25
H 2.52857 -0.23253 3.64073 0.30
O -0.03925 0.33262 0.03567 -0.45
O 3.10566 2.75527 -2.15514 -0.60
O -4.98345 0.83795 -0.68442 -0.58
O 1.11251 5.37917 2.45763 -0.64
O 4.08660 -0.61093 -1.79973 -0.61
O -2.32030 -3.24105 0.11213 -0.59
O 2.28997 -0.95114 -2.63642 -0.64
O -3.08610 1.99005 1.24929 -0.54
O -1.75853 0.90092 -1.20311 -0.66
O -0.04419 -4.45495 1.86779 -0.61
O -2.87678 0.54657 -2.71619 -0.59
O 2.09497 -2.70936 0.67619 -0.57
O 2.18761 0.27798 2.93790 -0.59
```

***

The structure with the most favorable energy is model 2; the runner-up is 4.3 kcal/mol above it.

***

Model 1:
Density functional theory data (ωB97M-V/def2-TZVPD) for a 13-piece molecular cluster, H26O13 overall.

Values from the calculation:
HOMO level (eV): -9.94
Multiplicity: 1
Total charge: 0

Structure (XYZ):
```
39
Properties=species:S:1:pos:R:3:mulliken_charge:R:1
O -10.46300 -16.05500 -23.28400 -0.63
H -9.97000 -16.65900 -22.67900 0.26
H -10.44900 -16.37200 -24.16500 0.40
O -10.95600 -16.04000 -29.05200 -0.62
H -10.85800 -16.96400 -29.00600 0.30
H -11.53000 -15.83600 -28.30100 0.34
O -11.39200 -14.50400 -26.85600 -0.74
H -11.67900 -14.88400 -26.00000 0.36
H -12.17400 -13.98200 -27.10000 0.30
O -15.37600 -16.95100 -21.72500 -0.58
H -15.88900 -17.72800 -21.87000 0.30
H -14.65000 -17.05300 -22.30100 0.34
O -13.40600 -12.60000 -24.89600 -0.58
H -13.59900 -13.20900 -25.59700 0.22
H -13.85500 -11.90600 -25.30300 0.29
O -16.75300 -15.68800 -24.16200 -0.67
H -17.45900 -15.56200 -24.77900 0.27
H -16.41400 -16.58000 -24.25500 0.31
O -12.94800 -17.76000 -23.02700 -0.70
H -12.65000 -17.10000 -23.64700 0.41
H -12.31300 -17.55200 -22.37500 0.29
O -14.51100 -14.40200 -23.06500 -0.57
H -15.37700 -14.66600 -23.37700 0.28
H -14.14900 -13.79100 -23.74200 0.36
O -12.78700 -17.58100 -26.89100 -0.58
H -13.74400 -17.69700 -26.78100 0.26
H -12.31600 -18.38900 -26.90100 0.26
O -9.80000 -16.95300 -25.66200 -0.68
H -8.94600 -16.83400 -25.31300 0.29
H -9.91000 -16.20900 -26.25000 0.37
O -11.75100 -14.23500 -21.82500 -0.62
H -11.65900 -14.97800 -22.39700 0.44
H -10.95500 -14.26200 -21.31600 0.24
O -12.77700 -15.81800 -24.89500 -0.60
H -13.68200 -15.69700 -24.72300 -0.02
H -12.78800 -16.36500 -25.67000 0.60
O -15.22200 -14.52300 -26.21400 -0.51
H -15.78200 -13.80200 -26.55300 0.34
H -15.75100 -14.71000 -25.46500 0.29
```

***

Model 2:
Density functional theory data (ωB97M-V/def2-TZVPD) for a 13-piece molecular cluster, H26O13 overall.

Values from the calculation:
HOMO level (eV): -10.03
Multiplicity: 1
Total charge: 0

Structure (XYZ):
```
39
Properties=species:S:1:pos:R:3:mulliken_charge:R:1
O 0.64854 3.72864 -0.35587 -0.71
H 0.06054 4.31864 -0.83087 0.26
H 0.11654 3.18964 0.28613 0.47
O 0.50054 -0.69836 2.84613 -0.66
H -0.29446 -0.41336 3.25013 0.31
H 0.94254 0.07564 2.52013 0.25
O -3.06046 0.89564 0.34313 -0.65
H -3.16146 -0.06036 0.24113 0.28
H -3.49446 1.25964 -0.43487 0.31
O 0.23554 -2.66436 0.33613 -0.60
H -0.09946 -3.21636 -0.34787 0.25
H 1.19554 -2.89436 0.29213 0.24
O -1.88446 -2.57136 2.24013 -0.65
H -1.06246 -2.43736 1.78813 0.33
H -2.49446 -1.98336 1.74613 0.32
O -2.03446 -1.53436 -1.99287 -0.65
H -1.41146 -0.96436 -1.50787 0.36
H -2.38846 -0.96436 -2.68887 0.33
O -0.18446 -0.22336 -0.46687 -0.11
H 0.08954 -1.00536 0.10313 0.20
H -0.29346 0.53564 0.06713 0.28
O -1.64146 1.81764 -2.58887 -0.55
H -1.85446 1.94264 -1.67587 0.23
H -1.79846 2.68464 -2.98787 0.27
O 2.31954 -2.65036 2.49313 -0.64
H 1.60054 -1.99536 2.31113 0.38
H 1.90754 -3.54736 2.38113 0.33
O 1.54954 -0.08936 -2.76487 -0.62
H 1.14054 -0.36936 -2.00987 0.29
H 1.02754 -0.45336 -3.50087 0.29
O 2.84154 -1.04536 -0.28287 -0.53
H 2.68254 -0.10736 -0.09187 0.23
H 3.64554 -0.97736 -0.78587 0.28
O -0.74146 1.95164 0.90413 -0.73
H -1.67446 1.83764 0.62713 0.34
H -0.78646 1.92664 1.87913 0.27
O 2.63554 1.86964 -0.39987 -0.60
H 3.39554 2.44364 -0.28887 0.24
H 1.82554 2.38864 -0.65187 0.37
```

***

The structure with the most favorable energy is model 2; the runner-up is 16.7 kcal/mol above it.

***

Model 1:
Density functional theory data (ωB97M-V/def2-TZVPD) for a 13-piece molecular cluster, H26O13 overall.

Values from the calculation:
HOMO level (eV): -8.90
Multiplicity: 1
Total charge: 0

Structure (XYZ):
```
39
Properties=species:S:1:pos:R:3:mulliken_charge:R:1
H -0.17294 0.27773 0.43436 0.43
H -0.28823 -0.44302 -0.89878 0.30
H 4.27302 -1.08770 3.25495 0.27
H 3.73338 -1.12653 1.83462 0.39
H 0.74835 2.02599 2.61052 0.26
H -0.28795 3.13577 2.54351 0.32
H -3.40250 2.17576 2.82869 0.33
H -4.17888 1.53315 1.69101 0.33
H -2.33757 1.28247 0.86938 0.35
H -2.21196 0.36537 -0.33610 0.29
H 1.18974 -2.14973 1.06344 0.39
H 2.30074 -2.65778 0.15923 0.27
H -1.36220 -4.44259 -0.85637 0.34
H -1.79553 -4.43744 0.60042 0.29
H -1.25472 3.73400 -1.19044 0.30
H -0.07811 4.68522 -1.04621 0.31
H -0.38729 -0.94517 -2.52479 0.26
H -1.64621 -1.37350 -3.26079 0.29
H 1.93627 2.82754 -2.58044 0.32
H 0.97906 3.34414 -3.64200 0.31
H 3.64002 -0.02259 -1.28403 0.30
H 4.32469 1.31269 -1.04263 0.32
H 1.58897 0.26791 2.54121 0.23
H 2.00690 -0.20617 1.15895 0.22
H -3.41929 -4.31933 -1.80547 0.30
H -3.76092 -2.94415 -1.25574 0.26
O 0.29620 0.13493 -0.39540 -0.58
O 4.21056 -1.65886 2.48108 -0.61
O -0.20166 2.17581 2.54710 -0.56
O -3.95719 2.39099 2.07042 -0.68
O -2.40861 0.35763 0.60743 -0.66
O 1.59145 -2.96251 0.73632 -0.57
O -1.97370 -4.86680 -0.24392 -0.66
O -0.88698 4.54821 -1.55213 -0.61
O -1.29838 -1.22159 -2.37483 -0.64
O 1.73255 3.61107 -3.10349 -0.62
O 3.95662 0.76317 -1.74373 -0.61
O 2.24924 -0.26981 2.08966 -0.64
O -3.44693 -3.81427 -0.98502 -0.54
```

***

Model 2:
Density functional theory data (ωB97M-V/def2-TZVPD) for H26O13 as an isolated structure.

Values from the calculation:
HOMO level (eV): -9.06
Multiplicity: 1
Total charge: 0

Structure (XYZ):
```
39
Properties=species:S:1:pos:R:3:mulliken_charge:R:1
O 1.49977 1.75735 0.20607 -0.69
H 1.30507 0.96137 0.70077 0.60
H 2.40923 1.95982 0.42543 0.29
O 1.19000 -1.88785 -2.00519 -0.88
H 1.15589 -0.95077 -1.81294 0.71
H 0.55724 -2.01085 -2.71280 0.22
O 1.40879 -2.29692 0.54621 -0.78
H 2.27857 -1.90646 0.46103 0.45
H 1.03501 -2.24450 -0.33343 0.31
O -1.77818 1.05667 -2.34811 -0.52
H -2.28475 1.80343 -2.66744 0.34
H -0.90139 1.40906 -2.19554 0.27
O 2.71674 -0.52671 -0.01075 -0.66
H 2.39733 -0.32328 0.86836 0.45
H 3.44358 0.08070 -0.14853 0.25
O -1.28057 -2.41167 0.08047 -0.77
H -0.54189 -1.81031 0.17509 0.27
H -2.02171 -1.94382 0.46527 0.38
O -0.04717 -1.01423 2.20187 -0.62
H -0.63016 -0.26347 2.08907 0.32
H -0.63442 -1.76825 2.25495 0.42
O 0.91993 0.10630 -2.12862 -0.51
H 0.75461 1.00138 -1.83242 0.21
H 0.88761 0.15977 -3.08378 0.30
O 1.67372 -0.06272 1.75701 -0.81
H 1.58120 0.48164 2.53889 0.27
H 0.93472 -0.66967 1.79834 0.47
O -2.56750 1.26176 1.12026 -0.73
H -1.66844 1.58767 1.16153 0.40
H -2.66854 0.73525 1.91324 0.28
O -0.71492 2.28909 1.29007 -0.57
H -0.52689 1.99320 0.39938 0.12
H -0.14363 3.04656 1.41694 0.41
O -3.08054 -0.00114 -0.75349 -0.87
H -3.05554 0.51164 0.05438 0.49
H -2.60030 0.52923 -1.38934 0.41
O -0.47386 -0.46520 0.09618 0.60
H 0.44146 -0.30397 -0.13279 -0.48
H -0.97019 0.13007 -0.46554 -0.32
```

***

The structure with the most favorable energy is model 1; the runner-up is 190.8 kcal/mol above it.

***

Model 1:
Density functional theory data (ωB97M-V/def2-TZVPD) for a 2-piece molecular cluster, CHClFN overall.

Values from the calculation:
HOMO level (eV): -11.92
Multiplicity: 1
SMILES: N#CF.Cl
Total charge: 0

Structure (XYZ):
```
5
Properties=species:S:1:pos:R:3:mulliken_charge:R:1
C -1.76256 0.18032 -0.10236 0.47
N -1.53895 1.32106 -0.13797 -0.30
F -1.79078 -1.06590 -0.05664 -0.16
Cl 2.63165 -0.71811 -0.22636 -0.24
H 2.46063 0.28264 0.52333 0.24
```

***

Model 2:
Density functional theory data (ωB97M-V/def2-TZVPD) for a 2-piece molecular cluster, CHClFN overall.

Values from the calculation:
HOMO level (eV): -11.02
Multiplicity: 1
SMILES: N#CF.Cl
Total charge: 0

Structure (XYZ):
```
5
Properties=species:S:1:pos:R:3:mulliken_charge:R:1
C -1.21038 0.67484 0.05873 0.47
N -0.83526 -0.20606 -0.54560 -0.26
F -1.71878 1.60951 0.72673 -0.18
Cl 1.94179 -0.41881 0.00754 -0.27
H 1.82262 -1.65947 -0.24740 0.25
```

***

The structure with the most favorable energy is model 1; the runner-up is 3.2 kcal/mol above it.